Entry 1:
Entry from the Open Molecules 2025 dataset: a 2-piece molecular cluster, C5H14N2 overall (the ωB97M-V functional and the def2-TZVPD basis).

The geometry in XYZ format:
```
21
C5H14N2 (the ωB97M-V functional and the def2-TZVPD basis)
C -1.45 -1.89 0.42
C -0.73 1.06 -1.61
C 0.21 1.94 0.32
C 1.92 -0.34 0.22
C -0.12 -1.46 0.88
N -0.52 0.90 -0.19
N 0.54 -0.73 -0.15
H -2.27 -1.18 0.51
H -1.38 -1.99 -0.67
H -1.96 -2.75 0.78
H -1.11 0.20 -2.05
H -1.40 1.90 -1.84
H 0.26 1.24 -2.07
H 0.25 1.75 1.42
H 1.10 2.38 -0.01
H -0.55 2.77 0.21
H 2.10 0.64 -0.32
H 2.21 -0.23 1.26
H 2.59 -1.08 -0.14
H -0.20 -0.86 1.76
H 0.51 -2.28 1.28
```

Output
2S+1: 3
F_max: 5.12 eV Å⁻¹
ΔE to the lowest compared entry with this formula, charge and spin: 1.1829 eV
E_tot: -308.177623 Eh
lowest unoccupied orbital energy (alpha / beta): 0.041 / -0.038 Ha
HOMO energy (alpha / beta): -6.1 / -8.7 eV
molecular weight: 102.181 Da

Entry 2:
Entry from the Open Molecules 2025 dataset: C29H33KN4O2 as an isolated structure (the ωB97M-V functional and the def2-TZVPD basis).

The geometry in XYZ format:
```
69
C29H33KN4O2 (the ωB97M-V functional and the def2-TZVPD basis)
K 1.37 -0.55 -1.25
C -1.83 -5.67 -1.10
C -1.75 -4.18 -0.95
C -2.51 -3.28 -1.63
C -2.50 -1.84 -1.39
C -3.36 -1.06 -2.17
N -3.59 0.23 -2.04
C -3.82 1.02 -0.85
C -3.89 2.51 -1.16
C -2.48 2.97 -1.59
N -1.42 2.84 -0.65
C -1.08 3.82 0.15
C 0.03 3.79 1.00
C 0.23 4.92 1.85
C 1.27 4.90 2.72
C 1.65 6.15 3.50
C 2.15 3.73 2.73
C 1.97 2.61 1.93
C 2.85 1.45 2.16
N 2.97 0.35 1.54
C 4.05 -0.56 2.04
C 3.42 -1.92 2.25
C 1.87 -2.01 2.74
N 0.99 -2.49 1.73
C -0.08 -1.86 1.54
C -0.98 -2.38 0.49
C -1.03 -3.72 0.16
C -1.59 -1.42 -0.38
O -1.28 -0.19 -0.20
C 1.00 2.73 0.86
O 1.00 1.93 -0.07
H -2.25 -5.96 -2.05
H -2.50 -6.04 -0.35
H -0.76 -6.05 -1.11
H -3.11 -3.54 -2.49
H -3.85 -1.60 -2.96
H -4.19 0.58 -2.80
H -3.00 0.78 -0.17
H -4.75 0.66 -0.43
H -4.23 2.99 -0.23
H -4.55 2.75 -2.03
H -2.50 4.02 -2.00
H -2.19 2.44 -2.45
H -0.91 1.95 -0.58
H -1.69 4.73 0.00
H -0.46 5.75 1.88
H 0.92 6.99 3.30
H 2.69 6.47 3.25
H 1.50 5.93 4.54
H 2.83 3.72 3.60
H 3.52 1.62 3.04
H 4.55 -0.13 3.00
H 4.84 -0.65 1.27
H 4.01 -2.62 2.81
H 3.38 -2.42 1.27
H 1.53 -1.05 3.12
H 1.87 -2.78 3.51
H -0.41 -0.93 2.02
H -0.40 -4.47 0.64
C 1.36 -1.91 -4.10
C 2.66 -2.03 -3.55
C 2.56 -2.99 -2.49
C 1.22 -3.32 -2.33
C 0.48 -2.64 -3.24
H 0.87 -1.32 -4.89
H 3.53 -1.67 -3.95
H 3.48 -3.36 -2.05
H 0.84 -3.90 -1.50
H -0.54 -2.80 -3.45
```

Output
F_max: 3.20 eV Å⁻¹
ΔE to the lowest compared entry with this formula, charge and spin: 0.5205 eV
E_tot: -2094.193389 Eh
lowest unoccupied orbital energy: -0.025 Ha
HOMO energy: -5.8 eV
molecular weight: 508.707 Da

Entry 3:
Entry from the Open Molecules 2025 dataset: C32H54GaN2O3P2 as an isolated structure (the ωB97M-V functional and the def2-TZVPD basis).

The geometry in XYZ format:
```
94
C32H54GaN2O3P2 (the ωB97M-V functional and the def2-TZVPD basis)
Ga -0.26 0.92 -1.31
C 0.22 -3.21 1.84
C 1.50 -3.04 1.26
C 1.38 -1.69 3.11
C 0.14 -2.38 2.98
C 2.22 -2.12 2.05
C -0.89 -4.08 1.39
H -0.57 -4.72 0.56
H -1.76 -3.50 1.07
H -1.22 -4.74 2.22
C -1.03 -2.26 3.87
H -1.75 -1.54 3.45
H -0.75 -1.92 4.88
H -1.54 -3.22 3.98
C 1.74 -0.71 4.16
H 1.22 -0.95 5.11
H 1.45 0.33 3.89
H 2.83 -0.71 4.35
C 3.63 -1.71 1.85
H 4.10 -1.46 2.81
H 3.70 -0.82 1.21
H 4.21 -2.51 1.38
C 2.00 -3.77 0.08
H 2.42 -4.75 0.37
H 2.80 -3.22 -0.43
H 1.21 -3.97 -0.65
C -1.27 0.81 -4.42
C -1.78 -0.53 -4.07
C -1.18 -1.72 -4.77
C 0.34 -1.82 -4.76
C 1.08 -1.00 -3.73
C 1.63 0.17 -4.13
C 1.16 0.84 -5.39
C -0.41 1.01 -5.55
H -1.53 -1.75 -5.81
H 0.66 -1.52 -5.76
H -1.59 -2.62 -4.30
H -0.73 0.33 -6.35
H -1.99 1.60 -4.22
H -2.88 -0.52 -4.31
H -0.58 2.04 -5.90
H 1.63 1.85 -5.48
H 2.50 0.66 -3.68
H 1.53 0.28 -6.27
H 0.63 -2.88 -4.64
H 1.55 -1.56 -2.92
P -1.77 -0.58 -2.29
P 2.40 1.38 -0.99
C 0.37 2.32 -2.50
C 1.77 2.80 -2.21
H -0.52 2.97 -2.57
H 0.37 1.52 -3.25
H 2.47 2.94 -3.06
H 1.77 3.73 -1.62
C 3.47 2.22 0.17
H 3.67 1.55 1.01
H 3.01 3.12 0.55
H 4.40 2.46 -0.36
C 3.42 -0.09 -1.43
H 3.71 -0.14 -2.49
H 2.86 -1.01 -1.17
H 4.33 -0.11 -0.80
C -3.09 0.62 -1.90
H -3.80 0.05 -1.29
H -3.55 1.04 -2.81
H -2.64 1.46 -1.34
C -1.31 -2.04 -1.31
H -1.16 -1.66 -0.29
H -0.36 -2.52 -1.60
H -2.12 -2.78 -1.31
C -2.99 0.38 4.65
C -1.66 1.07 4.52
C -1.42 1.96 3.32
C -2.58 3.01 3.10
C -3.91 2.46 2.65
C -0.11 2.73 3.60
O 0.45 2.80 4.69
N 0.36 3.41 2.49
C 0.20 3.03 1.13
O 0.64 3.78 0.26
N -0.50 1.84 0.95
C -1.22 1.21 1.93
O -1.75 0.10 1.70
H -3.77 1.05 5.02
H -2.91 -0.43 5.39
H -3.30 -0.04 3.70
H -1.56 1.71 5.40
H -0.83 0.35 4.62
H -2.67 3.53 4.06
H -2.21 3.76 2.39
H -4.54 2.22 3.50
H -4.42 3.20 2.04
H -3.77 1.57 2.04
H 1.03 4.14 2.68
```

Output
net charge: +1
F_max: 3.43 eV Å⁻¹
ΔE to the lowest compared entry with this formula, charge and spin: 4.0793 eV
E_tot: -4194.065521 Eh
lowest unoccupied orbital energy (alpha / beta): -0.122 / -0.127 Ha
HOMO energy (alpha / beta): -9.2 / -9.3 eV
molecular weight: 646.466 Da

Entry 4:
Entry from the Open Molecules 2025 dataset: C34H27Br2ClMgN3O6S3 as an isolated structure (the ωB97M-V functional and the def2-TZVPD basis).

The geometry in XYZ format:
```
77
C34H27Br2ClMgN3O6S3 (the ωB97M-V functional and the def2-TZVPD basis)
Mg 0.85 -0.09 0.13
Cl 2.44 -0.47 -7.07
C 2.36 -0.43 -5.32
C 3.54 -0.55 -4.57
C 3.52 -0.52 -3.21
C 2.30 -0.35 -2.48
O 2.31 -0.29 -1.21
C 1.11 -0.25 -3.27
C -0.18 -0.14 -2.67
O -0.43 -0.17 -1.46
C 1.16 -0.28 -4.68
H 4.48 -0.68 -5.10
H 4.43 -0.61 -2.64
H -1.04 -0.04 -3.35
H 0.24 -0.19 -5.25
C 0.47 -3.54 -0.22
C 1.42 -3.16 0.87
C 2.07 -4.16 1.64
C 2.92 -3.79 2.64
C 3.14 -2.41 2.91
C 3.98 -1.92 3.94
Br 4.94 -3.12 5.06
C 4.12 -0.58 4.14
C 3.42 0.33 3.33
Br 3.63 2.18 3.69
C 2.58 -0.05 2.29
O 1.94 0.78 1.56
C 2.45 -1.49 2.11
N 1.62 -1.89 1.11
H 0.89 -4.33 -0.84
H 0.22 -2.69 -0.85
H -0.47 -3.91 0.20
H 1.89 -5.20 1.42
H 3.42 -4.53 3.24
H 4.76 -0.21 4.92
C -5.95 1.52 1.74
C -4.54 1.81 1.30
C -4.19 1.72 -0.05
C -2.90 1.98 -0.47
C -1.94 2.33 0.46
C -2.26 2.43 1.81
C -3.56 2.18 2.21
S -0.26 2.44 -0.12
C 0.41 3.65 1.02
O -0.27 3.02 -1.49
H -6.63 2.29 1.40
H -6.01 1.47 2.83
H -6.30 0.57 1.33
H -4.93 1.41 -0.77
H -2.62 1.89 -1.51
H -1.51 2.67 2.55
H -3.82 2.25 3.26
H -0.31 4.44 1.21
H 1.29 4.04 0.51
H 0.74 3.15 1.92
C -3.00 -1.35 2.60
C -1.77 -0.85 2.01
N -0.80 -0.45 1.55
H -2.81 -2.32 3.05
H -3.75 -1.44 1.81
H -3.34 -0.65 3.36
O -7.81 -1.25 0.51
S -6.96 -2.42 0.39
O -7.25 -3.52 1.27
N -5.39 -2.00 0.44
C -4.77 -2.19 -0.71
S -3.17 -1.83 -1.00
C -5.67 -2.75 -1.78
C -5.37 -3.08 -3.09
C -6.37 -3.61 -3.88
C -7.65 -3.82 -3.38
C -7.96 -3.49 -2.06
C -6.94 -2.96 -1.29
H -4.36 -2.91 -3.46
H -6.16 -3.87 -4.91
H -8.42 -4.24 -4.02
H -8.95 -3.65 -1.66
```

Output
net charge: -1
F_max: 0.32 eV Å⁻¹
ΔE to the lowest compared entry with this formula, charge and spin: 0.1680 eV
E_tot: -8930.705993 Eh
lowest unoccupied orbital energy: 0.078 Ha
HOMO energy: -5.5 eV
molecular weight: 889.372 Da